This record from the Open Molecules 2025 dataset describes a structure of composition C4H6O2Tl at a distorted geometry. The level of theory is ωB97M-V/def2-TZVPD.

Last column: Mulliken charge in e.
Geometry (Å):
C (0.670, 0.562, -1.126)  0.3060
O (1.571, 0.007, -1.975)  -0.4695
H (0.867, 1.627, -0.990)  0.3957
H (1.531, -0.956, -1.960)  0.3425
C (-0.165, -0.029, 2.368)  -0.7658
C (-0.542, 0.404, 1.165)  -0.5166
C (-0.064, -0.187, -0.109)  0.0821
O (-0.721, 0.271, -1.333)  -0.4467
Tl (-1.778, -1.086, -2.739)  0.7691
H (0.534, -0.860, 2.485)  0.2751
H (-1.241, 1.241, 1.070)  0.3182
H (-0.734, 0.282, 3.250)  0.2750
H (0.071, -1.275, -0.107)  0.4347

Properties
- net charge = +1
- HOMO-LUMO gap (eV) = 8.96
- E_LUMO (Ha) = -0.1716
- 2S+1 = 1
- energy relative to the best compared isomer or geometry (same formula, charge and spin) (kcal/mol) = 13.5
- E (hartree) = -478.6674

This record from the Open Molecules 2025 dataset describes a structure of composition C4H6O3Sn at a distorted geometry. The level of theory is ωB97M-V/def2-TZVPD.

Last column: Löwdin spin population.
Geometry (Å):
O (-0.764, 0.761, -1.259)  0.0198
O (0.467, -0.664, -0.061)  0.1027
O (-1.516, -0.163, 0.611)  0.0102
C (1.653, 0.117, -0.255)  0.5189
C (2.822, -0.712, 0.132)  0.0735
C (-0.674, -0.115, -0.389)  0.0447
H (3.671, -0.064, 0.385)  0.0017
H (2.593, -1.356, 1.001)  0.0103
H (3.141, -1.383, -0.688)  0.0251
Sn (0.974, 1.843, -1.031)  0.1916
C (-2.843, 0.340, 0.413)  0.0010
H (-3.361, -0.123, -0.434)  0.0004
H (-2.787, 1.420, 0.239)  0.0001
H (-3.377, 0.102, 1.336)  0.0000

Properties
- net charge = +1
- HOMO-LUMO gap (alpha / beta) (eV) = 8.43 / 7.81
- E_LUMO (alpha / beta) (Ha) = -0.1723 / -0.2320
- 2S+1 = 2
- energy relative to the best compared isomer or geometry (same formula, charge and spin) (kcal/mol) = 4.4
- E (hartree) = -595.6878

This record from the Open Molecules 2025 dataset describes a structure of composition C4H6O3Tl at a distorted geometry. The level of theory is ωB97M-V/def2-TZVPD.

Last column: Löwdin spin population.
Geometry (Å):
O (-1.216, -0.608, 1.540)  0.0000
O (0.623, -1.875, 1.309)  0.0000
O (0.560, 0.278, 0.474)  0.0004
C (1.841, -1.989, 0.903)  0.0000
C (2.360, -3.351, 1.168)  0.0000
C (-0.106, -0.584, 1.058)  0.0000
H (3.274, -3.246, 1.775)  0.0000
H (1.646, -4.026, 1.664)  0.0000
H (2.700, -3.777, 0.210)  0.0000
Tl (2.530, 0.245, -0.099)  0.0009
C (-0.377, 5.836, 1.306)  0.8236
H (-1.433, 5.862, 1.042)  0.0581
H (0.379, 5.843, 0.522)  0.0585
H (-0.080, 5.701, 2.346)  0.0584

Properties
- HOMO-LUMO gap (alpha / beta) (eV) = 8.12 / 8.25
- E_LUMO (alpha / beta) (Ha) = -0.0236 / -0.0236
- 2S+1 = 2
- energy relative to the best compared isomer or geometry (same formula, charge and spin) (kcal/mol) = 58.4
- E (hartree) = -554.0817

This record from the Open Molecules 2025 dataset describes a cluster of 2 separate species, C4H6O4 in total at a distorted geometry. The level of theory is ωB97M-V/def2-TZVPD.

Last column: Mulliken charge in e.
Geometry (Å):
C (0.953, 1.651, -0.606)  -0.7594
C (-0.024, 2.385, 0.346)  0.4933
O (-0.630, 1.693, 1.187)  -0.6565
O (-0.003, 3.644, 0.239)  -0.7648
H (1.669, 1.061, -0.028)  0.1798
H (1.462, 2.376, -1.239)  0.3036
H (0.450, 0.889, -1.209)  0.2009
C (-0.481, -1.454, 0.646)  -0.6228
C (-0.706, -2.579, -0.428)  0.5488
O (-1.396, -2.347, -1.441)  -0.7210
O (-0.108, -3.654, -0.129)  -0.7659
H (-0.945, -0.505, 0.405)  0.1536
H (0.585, -1.231, 0.693)  0.0905
H (-0.825, -1.930, 1.563)  0.3199

Properties
- net charge = -2
- HOMO-LUMO gap (eV) = 7.68
- E_LUMO (Ha) = 0.2479
- 2S+1 = 1
- energy relative to the best compared isomer or geometry (same formula, charge and spin) (kcal/mol) = 13.0
- E (hartree) = -457.0025

This record from the Open Molecules 2025 dataset describes an isolated molecule of C4H6O4 at a distorted geometry. The level of theory is ωB97M-V/def2-TZVPD.

Last column: Mulliken charge in e.
Geometry (Å):
C (-0.931, 0.392, 0.107)  0.6122
C (-0.423, 0.095, 1.306)  -0.5146
C (-0.104, -0.133, -1.053)  -0.7295
C (1.210, -0.439, -0.387)  0.5802
O (-2.097, 1.148, -0.120)  -0.5741
O (-0.825, 0.516, 2.516)  -0.4187
O (2.162, 0.488, -0.440)  -0.4334
O (1.637, -1.688, -0.110)  -0.4925
H (-0.545, -1.021, -1.528)  0.3371
H (0.049, 0.638, -1.813)  0.2836
H (-2.509, 0.849, -0.937)  0.2939
H (-1.453, 1.251, 2.425)  0.3148
H (2.945, 0.186, 0.043)  0.3586
H (0.884, -2.283, -0.010)  0.3822

Properties
- HOMO-LUMO gap (alpha / beta) (eV) = 7.61 / 7.61
- E_LUMO (alpha / beta) (Ha) = 0.0169 / 0.0168
- 2S+1 = 1
- energy relative to the best compared isomer or geometry (same formula, charge and spin) (kcal/mol) = 117.9
- E (hartree) = -456.8331

This record from the Open Molecules 2025 dataset describes an isolated molecule of C4H6O4 at a distorted geometry. The level of theory is ωB97M-V/def2-TZVPD.

Last column: Mulliken charge in e.
Geometry (Å):
C (0.936, -0.662, -0.279)  0.5803
C (0.600, 0.801, -0.660)  -0.3343
C (-0.489, -1.041, 0.050)  -0.0128
C (-0.822, 0.422, 0.438)  -0.1445
O (1.987, -1.189, 0.081)  -0.5912
O (1.548, 1.799, -0.443)  -0.4925
O (-0.624, -2.020, 1.103)  -0.5130
O (-1.936, 0.965, -0.127)  -0.4901
H (-0.016, 0.941, -1.487)  0.4065
H (-1.230, -1.341, -0.743)  0.2628
H (-0.438, 0.784, 1.376)  0.3404
H (2.285, 1.236, -0.309)  0.3297
H (0.169, -2.528, 0.927)  0.3299
H (-1.970, 1.833, 0.073)  0.3285

Properties
- HOMO-LUMO gap (eV) = 9.80
- E_LUMO (Ha) = 0.0204
- 2S+1 = 1
- energy relative to the best compared isomer or geometry (same formula, charge and spin) (kcal/mol) = 86.9
- SMILES string = O=C1[C@@H](O)[C@H](O)[C@H]1O
- E (hartree) = -456.8823

This record from the Open Molecules 2025 dataset describes a structure of composition C4H6O4P. The level of theory is ωB97M-V/def2-TZVPD.

Last column: Mulliken charge in e.
Geometry (Å):
C (-1.240, 0.667, 0.207)  0.7322
C (-1.251, -0.667, 0.202)  0.6610
C (-0.083, 1.598, 0.026)  -1.3350
C (-0.092, -1.601, 0.048)  -1.3016
O (-2.484, -1.221, 0.404)  -0.4864
O (-4.760, 0.015, 0.795)  -0.7353
O (-2.481, 1.222, 0.393)  -0.4799
O (-3.610, -0.022, -1.552)  -0.6985
P (-3.576, 0.004, -0.076)  0.8169
H (-0.458, 2.617, 0.072)  0.3486
H (0.394, 1.440, -0.941)  0.2819
H (0.672, 1.460, 0.803)  0.2898
H (-0.381, -2.576, 0.437)  0.3567
H (0.777, -1.231, 0.594)  0.3033
H (0.175, -1.710, -1.005)  0.2464

Properties
- net charge = -1
- HOMO-LUMO gap (eV) = 7.62
- E_LUMO (Ha) = 0.1368
- 2S+1 = 1
- energy relative to the best compared isomer or geometry (same formula, charge and spin) (kcal/mol) = 4.6
- E (hartree) = -798.5100

This record from the Open Molecules 2025 dataset describes a structure of composition C4H6O5Pb at a distorted geometry. The level of theory is ωB97M-V/def2-TZVPD.

Last column: Mulliken charge in e.
Geometry (Å):
O (2.300, -2.035, 2.580)  -0.3439
C (1.959, -1.389, 1.503)  0.6167
O (0.644, -0.967, 1.483)  -0.4589
O (2.729, -1.002, 0.672)  -0.3724
H (1.583, -2.366, 3.137)  0.3595
C (0.796, 1.250, -1.959)  -0.6050
C (-0.374, 1.638, -1.451)  0.1357
O (-1.275, 0.636, -1.013)  -0.0665
C (-2.557, 0.928, -0.851)  -0.1327
O (-2.967, -0.119, -0.142)  -0.2787
Pb (-1.204, -1.213, 0.350)  1.4290
H (1.435, 2.020, -2.390)  0.3112
H (1.043, 0.192, -2.061)  0.1924
H (-0.868, 2.593, -1.623)  0.4007
H (0.685, 0.008, 1.797)  0.3855
H (-3.929, -0.176, -0.031)  0.4274

Properties
- net charge = +2
- HOMO-LUMO gap (eV) = 7.82
- E_LUMO (Ha) = -0.3827
- 2S+1 = 1
- E (hartree) = -724.2466

This record from the Open Molecules 2025 dataset describes a structure of composition C4H6O7Tl at a distorted geometry. The level of theory is ωB97M-V/def2-TZVPD.

Last column: Mulliken charge in e.
Geometry (Å):
O (0.499, 1.492, 0.066)  -0.4949
C (0.864, 0.298, 0.599)  0.3248
C (0.933, -0.807, -0.460)  -0.2799
O (2.350, -0.939, -0.750)  -0.2736
C (3.018, -0.299, 0.133)  0.7532
O (2.358, 0.389, 0.976)  -0.3446
O (4.286, -0.275, 0.034)  -0.3498
H (0.359, 2.156, 0.754)  0.3704
H (0.408, 0.029, 1.555)  0.3563
H (0.431, -0.524, -1.388)  0.2635
H (0.575, -1.769, -0.090)  0.2490
H (4.696, 0.422, 0.572)  0.4013
O (-3.393, -1.092, -1.372)  -0.4327
C (-3.496, -0.047, -0.545)  0.9269
O (-2.678, 0.075, 0.411)  -0.7135
O (-4.440, 0.753, -0.732)  -0.6817
Tl (-4.098, 1.805, 1.302)  0.6163
H (-2.671, -1.665, -1.065)  0.3089

Properties
- net charge = +1
- HOMO-LUMO gap (eV) = 8.96
- E_LUMO (Ha) = -0.1301
- 2S+1 = 1
- energy relative to the best compared isomer or geometry (same formula, charge and spin) (kcal/mol) = 0.0
- E (hartree) = -854.9758